{"formula": "C23H45AlClF2NO7P", "method": "wB97M-V/def2-TZVPD", "orbital_gap_ev": 1.641, "total_charge": 3, "energy_ha": -2727.18746, "e_homo_ev": -16.4, "max_force_ha_per_bohr": 0.08618, "symbols": ["Cl", "P", "Al", "F", "F", "O", "O", "O", "O", "O", "O", "O", "N", "C", "C", "C", "C", "C", "C", "C", "C", "C", "C", "C", "C", "C", "C", "C", "C", "C", "C", "C", "C", "C", "C", "C", "H", "H", "H", "H", "H", "H", "H", "H", "H", "H", "H", "H", "H", "H", "H", "H", "H", "H", "H", "H", "H", "H", "H", "H", "H", "H", "H", "H", "H", "H", "H", "H", "H", "H", "H", "H", "H", "H", "H", "H", "H", "H", "H", "H", "H"], "coordinates": [[-1.948, -3.609, -5.094], [-2.529, -2.209, -3.627], [-5.780, -0.851, 3.696], [4.008, -1.166, -1.196], [0.240, -1.698, -3.914], [-1.918, 0.755, 2.409], [1.733, 6.523, -1.500], [-0.037, -0.559, -0.477], [-0.281, 0.491, -2.660], [-3.819, -0.515, 2.711], [-2.436, -0.671, -4.354], [-3.092, 1.591, -0.152], [-1.446, -2.361, -2.297], [2.087, -3.940, 2.323], [-2.348, 0.403, -0.387], [-2.733, -0.067, 3.167], [0.691, 6.590, -2.500], [1.862, -4.578, -0.249], [-0.214, 1.961, 0.053], [2.959, 0.208, 0.492], [1.651, -5.039, 1.257], [0.306, -0.496, -1.836], [-4.514, 1.316, -0.265], [1.795, 5.180, -0.976], [0.555, -3.723, -0.669], [1.906, -0.233, -1.926], [0.824, -3.249, 3.059], [0.738, 4.936, 0.216], [1.349, 3.825, 1.174], [-0.816, 0.496, 0.105], [-0.064, -1.909, -2.540], [0.903, -3.103, -2.096], [2.711, -0.808, -0.692], [-0.920, 0.022, 1.657], [0.403, 2.538, 1.393], [-2.400, -0.458, 4.675], [0.635, 1.971, -0.710], [-4.788, 0.968, -1.303], [-2.447, 0.095, -1.470], [2.000, -2.869, -2.209], [2.311, 3.424, 0.742], [1.001, 7.385, -3.236], [2.297, -5.959, 1.433], [1.075, 1.812, 1.952], [-0.444, 2.913, 2.056], [-5.034, 2.309, -0.107], [2.694, -4.412, 3.153], [2.118, 0.887, -1.957], [2.778, 1.274, 0.184], [1.075, -2.148, 3.136], [3.971, 0.050, 0.983], [2.705, -3.172, 1.753], [2.295, -0.642, -2.904], [-0.265, 6.869, -1.944], [-1.837, -2.079, -1.393], [0.706, -3.687, 4.094], [1.618, 4.320, 2.161], [-0.319, 4.766, -0.126], [1.973, -5.460, -0.955], [2.203, -0.060, 1.303], [0.554, -5.318, 1.362], [-2.849, -0.430, 0.222], [-0.936, 2.747, -0.338], [0.694, -3.940, -2.844], [0.724, 5.907, 0.810], [-1.303, -1.053, 1.580], [2.282, -1.748, -0.248], [2.824, 5.115, -0.493], [2.795, -3.933, -0.345], [-0.324, -4.424, -0.822], [-4.843, 0.606, 0.554], [-0.116, -3.352, 2.440], [-3.317, -0.586, -4.798], [0.560, 5.626, -3.075], [-2.406, -1.588, 4.702], [0.088, -0.059, 2.151], [0.381, 0.992, -3.165], [1.782, 4.392, -1.783], [-1.434, -0.020, 5.040], [0.389, -2.961, 0.143], [-3.291, -0.118, 5.289]], "mulliken_charge": [0.00, 0.45, 0.81, -0.45, -0.44, -0.27, -0.24, -0.26, -0.47, -0.48, -0.29, -0.34, 0.24, -0.31, -1.08, 0.90, -0.52, -0.73, 0.17, -0.77, -0.82, 0.14, -0.52, -0.49, 0.30, -1.54, -0.79, -0.39, -0.84, 1.37, 0.34, -1.12, 2.05, -1.85, -0.16, -1.23, -0.51, 0.25, 0.63, 0.46, 0.30, 0.29, 0.34, 0.08, 0.38, 0.30, 0.46, 0.41, 0.01, 0.03, 0.52, 0.14, 0.44, 0.29, 0.40, 0.44, 0.48, 0.36, 0.43, -0.01, 0.32, 0.42, 0.44, 0.51, 0.44, 0.80, -1.07, 0.35, 0.37, 0.47, 0.08, 0.18, 0.37, 0.27, 0.39, 0.29, 0.54, 0.31, 0.30, -0.52, 0.43]}

=====

{"formula": "C5H17N2O", "method": "wB97M-V/def2-TZVPD", "spin_multiplicity": 2, "orbital_gap_ev": [3.783, 9.858], "s2": 0.75, "energy_ha": -385.32686, "e_homo_ev": [-3.2, -9.4], "e_above_lowest_kcal_mol": 23.48, "max_force_ha_per_bohr": 0.02471, "symbols": ["O", "N", "N", "C", "C", "C", "C", "C", "H", "H", "H", "H", "H", "H", "H", "H", "H", "H", "H", "H", "H", "H", "H", "H", "H"], "coordinates": [[-2.923, 2.169, -0.694], [1.992, -0.368, -1.952], [0.038, 0.110, -0.025], [1.155, -1.520, -1.483], [-0.164, -1.020, -0.952], [0.179, -0.303, 1.388], [-1.117, -0.136, 2.164], [1.281, 0.526, 2.034], [0.537, -1.336, 1.411], [-0.877, -0.762, -1.746], [1.046, 1.592, 2.024], [2.248, 0.367, 1.551], [-2.006, -0.354, 1.576], [1.393, 0.284, 3.089], [1.587, 0.079, -2.827], [-1.193, -0.831, 3.016], [2.966, -0.670, -2.215], [1.020, -2.176, -2.336], [-3.736, 2.630, -0.467], [-1.205, 0.853, 2.589], [1.707, -2.062, -0.712], [-2.989, 2.012, -1.653], [-0.763, 0.732, -0.112], [2.034, 0.321, -1.181], [-0.644, -1.835, -0.417]], "lowdin_spin": [0.01, 0.24, 0.02, 0.13, 0.03, 0.00, 0.00, 0.01, 0.00, 0.02, 0.00, 0.02, 0.00, 0.00, 0.18, 0.00, 0.18, 0.05, 0.00, 0.00, 0.03, 0.00, 0.00, 0.07, 0.00]}